1.
# C2H3F2N2O2

A gas-phase ion, C2H3F2N2O2 (charge -1) in a non-equilibrium geometry (ωB97M-V/def2-TZVPD, the OMol25 dataset).

* charge: -1
* HOMO energy: -4.07 eV
* LUMO: 3.973 eV
* F_max: 3.304 eV/Å
* E: -537.649384 a.u.

Last column: Mulliken charge in e.
CARTESIAN COORDINATES (ANGSTROEM)
O (-3.02062, 0.51756, -0.34546)  -0.76
N (-2.02850, -0.17623, -0.15044)  1.07
O (-2.07753, -1.43664, -0.14649)  -0.75
N (-0.92148, 0.44444, 0.01196)  -0.59
C (0.27486, -0.34113, 0.27122)  -0.45
C (1.52316, 0.50744, -0.06116)  0.43
F (1.11878, 1.52258, -0.97039)  -0.28
F (2.55272, -0.17594, -0.69667)  -0.27
H (0.30661, -0.63907, 1.39017)  0.14
H (0.24869, -1.43783, -0.12275)  0.31
H (2.02332, 1.21480, 0.82000)  0.14

Atoms 1-3, force components in eV/Å:
-1.58 0.40 -0.20
1.43 -0.80 -0.04
-0.31 -0.52 0.15

***

2.
# C3H26NO9

9 unconnected molecules or ions with the total composition C3H26NO9 in a non-equilibrium geometry (ωB97M-V/def2-TZVPD, the OMol25 dataset).

* charge: +1
* HOMO energy: -13.84 eV
* LUMO: -2.509 eV
* F_max: 2.001 eV/Å
* energy relative to the best compared isomer or geometry (same formula, charge and spin): 143.0 kJ/mol
* E: -861.598733 a.u.

Last column: Mulliken charge in e.
CARTESIAN COORDINATES (ANGSTROEM)
O (1.61135, -1.44796, -0.61027)  -0.57
C (0.81479, -1.67577, 0.59132)  -0.54
C (-0.56657, -2.13977, 0.16157)  -0.65
N (-1.40194, -1.05934, -0.42657)  0.27
C (-2.16426, -1.52918, -1.59099)  -0.94
H (2.21610, -0.71562, -0.39724)  0.38
H (1.39561, -2.38816, 1.13153)  0.36
H (0.72885, -0.72550, 1.13931)  0.32
H (-1.12769, -2.48978, 1.00046)  0.38
H (-0.41824, -2.94784, -0.53162)  0.36
H (-0.80620, -0.23161, -0.62088)  0.13
H (-2.06237, -0.75039, 0.24452)  0.39
H (-1.50302, -2.08302, -2.24438)  0.34
H (-2.70395, -0.70207, -2.03493)  0.34
H (-2.86900, -2.29293, -1.26838)  0.42
H (1.55370, 2.78712, 2.12955)  0.31
H (2.18890, 2.40215, 3.40121)  0.29
O (2.16511, 2.13981, 2.46575)  -0.69
H (1.44718, -0.92702, -3.87908)  0.28
H (1.18524, -1.18668, -2.31392)  0.48
O (0.78708, -1.01460, -3.20000)  -0.66
H (-1.54628, 4.16403, -2.13461)  0.33
H (-0.88552, 2.81047, -1.81779)  0.41
O (-1.73623, 3.23499, -2.01495)  -0.70
H (3.21629, 1.58539, -0.69645)  0.30
H (2.52664, 1.44804, 0.64954)  0.36
O (2.48708, 1.13375, -0.26572)  -0.64
H (-2.14588, 2.59790, -0.26080)  0.35
H (-2.68618, 2.34463, 1.09049)  0.31
O (-1.92826, 2.10501, 0.55491)  -0.61
H (1.11892, 1.52784, -1.25831)  0.35
H (0.50629, 1.05991, -2.66221)  0.31
O (0.28752, 1.43538, -1.79130)  -0.79
H (-0.31517, -4.84361, 1.91321)  0.28
H (1.24876, -4.71016, 1.68590)  0.29
O (0.38374, -4.25521, 1.61364)  -0.58
H (-0.89298, 2.22179, 3.55764)  0.29
H (0.00868, 2.44051, 4.80599)  0.32
O (-0.11809, 2.67753, 3.88387)  -0.60

Atoms 1-3, force components in eV/Å:
-0.52 0.18 0.51
0.41 1.40 -1.37
0.91 -0.19 0.79

***

3.
# CH7NS2

2 unconnected molecules or ions with the total composition CH7NS2 (ωB97M-V/def2-TZVPD, the OMol25 dataset).

* HOMO energy: -9.23 eV
* LUMO: 0.504 eV
* F_max: 0.992 eV/Å
* energy relative to the best compared isomer or geometry (same formula, charge and spin): 10.9 kJ/mol
* E: -893.416518 a.u.

Last column: Mulliken charge in e.
CARTESIAN COORDINATES (ANGSTROEM)
C (-1.08453, 1.55602, 0.33729)  -0.74
S (-1.11353, -0.22392, 0.68492)  -0.11
S (-2.18829, -1.01680, -0.88789)  -0.20
H (-1.14846, 1.73391, -0.72247)  0.31
H (-1.81600, 2.04583, 0.94511)  0.31
H (-0.11496, 1.90692, 0.68001)  0.27
H (-1.12698, -1.41876, -1.60654)  0.15
N (2.34286, -0.97016, 0.26584)  -0.67
H (2.03293, -1.73249, 0.86081)  0.25
H (2.73372, -1.39039, -0.56858)  0.22
H (1.48324, -0.49016, 0.01150)  0.21

Atoms 1-3, force components in eV/Å:
0.80 -0.45 0.37
-0.24 -0.14 -0.12
0.20 0.05 0.22

***

4.
# C3H4NO

A molecular structure, C3H4NO in a non-equilibrium geometry (ωB97M-V/def2-TZVPD, the OMol25 dataset).

* charge: +1
* HOMO energy: -17.44 eV
* LUMO: -6.013 eV
* F_max: 4.507 eV/Å
* energy relative to the best compared isomer or geometry (same formula, charge and spin): 377.1 kJ/mol
* E: -246.248470 a.u.

Last column: Mulliken charge in e.
CARTESIAN COORDINATES (ANGSTROEM)
C (0.21141, 1.20608, -0.56428)  0.52
C (0.65550, -0.20854, 0.37552)  -0.18
C (-0.73518, -0.42251, -0.17563)  -0.21
N (1.06378, 1.50213, 0.18607)  -0.16
O (-0.84583, 0.75306, -1.04220)  -0.18
H (0.68349, -0.53556, 1.47722)  0.33
H (1.46555, -0.71616, -0.15395)  0.29
H (-0.87386, -1.36696, -0.75780)  0.29
H (-1.62486, -0.21153, 0.65505)  0.30

Atoms 1-3, force components in eV/Å:
-1.18 1.34 -0.33
1.69 -2.11 2.41
-3.87 -1.07 2.05

***

E of number 1 (C2H3F2N2O2)?
-537.649384 a.u.

***

E of number 2 (C3H26NO9)?
-861.598733 a.u.

***

What did the third record say?
# CH7NS2

2 unconnected molecules or ions with the total composition CH7NS2 (ωB97M-V/def2-TZVPD, the OMol25 dataset).

* HOMO energy: -9.23 eV
* LUMO: 0.504 eV
* F_max: 0.992 eV/Å
* energy relative to the best compared isomer or geometry (same formula, charge and spin): 10.9 kJ/mol
* E: -893.416518 a.u.

Last column: Mulliken charge in e.
CARTESIAN COORDINATES (ANGSTROEM)
C (-1.08453, 1.55602, 0.33729)  -0.74
S (-1.11353, -0.22392, 0.68492)  -0.11
S (-2.18829, -1.01680, -0.88789)  -0.20
H (-1.14846, 1.73391, -0.72247)  0.31
H (-1.81600, 2.04583, 0.94511)  0.31
H (-0.11496, 1.90692, 0.68001)  0.27
H (-1.12698, -1.41876, -1.60654)  0.15
N (2.34286, -0.97016, 0.26584)  -0.67
H (2.03293, -1.73249, 0.86081)  0.25
H (2.73372, -1.39039, -0.56858)  0.22
H (1.48324, -0.49016, 0.01150)  0.21

Atoms 1-3, force components in eV/Å:
0.80 -0.45 0.37
-0.24 -0.14 -0.12
0.20 0.05 0.22